## 1
{
  "formula": "C2H6O5",
  "method": "ωB97M-V with the def2-TZVPD basis set",
  "homo_lumo_gap_ev": [9.332, 7.406],
  "species": ["C", "C", "O", "O", "O", "O", "O", "H", "H", "H", "H", "H", "H"],
  "coordinates": [[0.376, -0.381, -0.229], [-1.544, -0.493, 0.105], [0.149, 0.479, -1.130], [1.877, 1.547, -0.805], [0.917, 0.069, 0.911], [0.725, -1.661, -0.568], [-1.890, 0.559, 0.847], [1.387, 2.323, -1.106], [1.407, 0.906, 0.496], [1.396, -1.958, 0.063], [-1.343, 0.587, 1.649], [-2.064, -0.530, -0.843], [-1.393, -1.447, 0.609]],
  "mulliken_charge": [0.950, -0.465, -0.497, -0.615, -0.627, -0.469, -0.420, 0.316, 0.468, 0.333, 0.364, 0.361, 0.305]
}

=====

## 2
{
  "formula": "C2H6O5",
  "method": "ωB97M-V with the def2-TZVPD basis set",
  "homo_lumo_gap_ev": 11.391,
  "species": ["O", "C", "O", "C", "O", "O", "O", "H", "H", "H", "H", "H", "H"],
  "coordinates": [[-1.401, -1.141, 0.396], [-0.852, 0.079, 0.369], [-1.498, 0.969, -0.510], [0.621, 0.105, 0.004], [1.073, -1.184, 0.191], [1.523, 0.888, 0.729], [0.812, 0.410, -1.330], [-0.601, -1.764, 0.518], [-1.017, 0.753, 1.381], [-1.574, 0.484, -1.274], [1.596, -1.556, -0.453], [1.286, 1.074, 1.633], [0.032, 0.883, -1.654]],
  "mulliken_charge": [-0.523, -0.170, -0.557, 1.096, -0.597, -0.528, -0.609, 0.414, 0.217, 0.298, 0.282, 0.305, 0.373]
}

=====

Top of the stability list: 2, leading by 3.531 eV.

=====

## 1
{
  "formula": "C9H36O9",
  "method": "ωB97M-V with the def2-TZVPD basis set",
  "homo_lumo_gap_ev": 9.450,
  "species": ["C", "C", "O", "H", "H", "H", "H", "H", "H", "C", "C", "O", "H", "H", "H", "H", "H", "H", "C", "C", "O", "H", "H", "H", "H", "H", "H", "C", "C", "O", "H", "H", "H", "H", "H", "H", "C", "O", "H", "H", "H", "H", "O", "H", "H", "O", "H", "H", "O", "H", "H", "O", "H", "H"],
  "coordinates": [[15.014, -16.180, -7.589], [13.635, -15.742, -7.125], [12.937, -16.798, -6.448], [15.744, -16.480, -6.837], [15.445, -15.361, -8.171], [14.936, -17.034, -8.266], [13.054, -15.441, -7.991], [13.707, -14.909, -6.422], [13.277, -16.912, -5.554], [13.354, -21.965, -11.950], [12.538, -20.896, -11.246], [13.380, -20.238, -10.328], [14.399, -21.694, -12.100], [12.949, -22.227, -12.929], [13.374, -22.892, -11.368], [11.677, -21.350, -10.739], [12.116, -20.234, -12.015], [12.906, -19.597, -9.778], [7.555, -19.787, -7.105], [7.870, -19.560, -8.580], [7.815, -18.189, -8.941], [7.672, -20.834, -6.824], [6.536, -19.464, -6.885], [8.227, -19.218, -6.458], [7.070, -19.985, -9.194], [8.809, -20.054, -8.841], [8.554, -17.677, -8.595], [13.741, -20.253, -5.376], [13.649, -21.746, -5.678], [12.414, -22.238, -5.170], [13.748, -20.130, -4.291], [12.849, -19.741, -5.744], [14.640, -19.783, -5.771], [14.518, -22.246, -5.243], [13.713, -21.921, -6.758], [12.504, -23.193, -5.100], [9.833, -18.356, -11.759], [10.260, -18.345, -13.101], [9.501, -19.346, -11.453], [10.640, -18.101, -11.061], [9.024, -17.641, -11.579], [10.751, -17.553, -13.314], [10.100, -16.224, -9.009], [10.359, -15.471, -9.552], [9.981, -15.866, -8.104], [11.683, -18.558, -8.734], [12.119, -18.219, -7.937], [10.999, -17.891, -8.931], [10.788, -20.930, -7.338], [11.171, -20.184, -7.837], [11.497, -21.219, -6.745], [10.151, -16.208, -6.102], [11.122, -16.353, -6.110], [9.819, -16.875, -5.490]],
  "mulliken_charge": [-1.055, -0.230, -0.498, 0.325, 0.372, 0.239, 0.171, 0.405, 0.253, -1.317, 0.305, -0.536, 0.321, 0.354, 0.287, 0.190, 0.091, 0.369, -1.028, 0.126, -0.495, 0.320, 0.333, 0.169, 0.326, -0.037, 0.308, -0.794, -0.483, -0.537, 0.377, 0.073, 0.337, 0.414, 0.323, 0.298, -0.406, -0.568, 0.190, 0.090, 0.361, 0.315, -0.519, 0.230, 0.244, -0.465, 0.280, 0.122, -0.627, 0.385, 0.274, -0.702, 0.402, 0.316]
}

=====

## 2
{
  "formula": "C9H36O9",
  "method": "ωB97M-V with the def2-TZVPD basis set",
  "homo_lumo_gap_ev": 9.566,
  "species": ["C", "O", "H", "H", "H", "H", "C", "O", "H", "H", "H", "H", "C", "O", "H", "H", "H", "H", "C", "O", "H", "H", "H", "H", "C", "O", "H", "H", "H", "H", "C", "O", "H", "H", "H", "H", "C", "O", "H", "H", "H", "H", "C", "O", "H", "H", "H", "H", "C", "O", "H", "H", "H", "H"],
  "coordinates": [[-0.726, 3.120, -0.042], [-0.038, 3.617, 1.081], [-1.637, 3.646, -0.333], [-0.056, 3.060, -0.901], [-1.121, 2.124, 0.204], [0.705, 3.037, 1.286], [-0.598, -0.505, 0.732], [0.236, -1.493, 0.115], [-1.327, -1.015, 1.372], [0.050, 0.211, 1.227], [-1.247, -0.003, 0.001], [-0.213, -1.934, -0.622], [0.918, -3.068, -2.584], [-0.462, -2.904, -2.235], [1.467, -2.410, -1.910], [1.294, -4.087, -2.517], [1.113, -2.659, -3.582], [-0.967, -3.557, -2.733], [-4.970, 1.646, 0.545], [-3.809, 0.854, 0.405], [-5.210, 2.187, -0.371], [-5.842, 1.032, 0.801], [-4.864, 2.303, 1.403], [-3.930, 0.152, -0.235], [3.687, -0.428, -0.626], [2.528, 0.411, -0.566], [4.283, -0.285, 0.273], [3.435, -1.486, -0.743], [4.232, -0.197, -1.542], [1.778, -0.162, -0.351], [-2.102, 2.584, 3.349], [-2.499, 1.336, 2.764], [-1.122, 2.389, 3.796], [-2.108, 3.398, 2.631], [-2.744, 2.850, 4.194], [-2.483, 1.424, 1.802], [-0.447, 1.040, -2.940], [0.286, 1.627, -4.007], [-0.480, -0.058, -3.024], [0.143, 1.215, -2.044], [-1.485, 1.375, -2.904], [-0.294, 1.717, -4.768], [1.647, -5.367, -0.022], [0.246, -5.566, -0.096], [1.966, -4.421, -0.452], [2.066, -5.436, 0.985], [2.138, -6.187, -0.559], [-0.145, -4.809, -0.541], [3.283, 1.630, 2.692], [2.388, 2.067, 1.690], [4.276, 1.400, 2.291], [3.405, 2.409, 3.444], [2.904, 0.745, 3.218], [2.447, 1.430, 0.948]],
  "mulliken_charge": [-0.442, -0.528, 0.379, 0.398, -0.113, 0.420, -0.557, -0.511, 0.344, 0.380, 0.130, 0.348, -0.442, -0.683, -0.033, 0.407, 0.326, 0.333, -0.649, -0.371, 0.284, 0.309, 0.205, 0.267, -0.510, -0.583, 0.169, 0.128, 0.293, 0.375, -0.543, -0.462, 0.223, 0.230, 0.274, 0.182, 0.040, -0.532, 0.141, -0.235, 0.313, 0.292, -0.191, -0.523, -0.136, 0.251, 0.284, 0.356, -0.744, -0.512, 0.278, 0.274, 0.281, 0.385]
}

=====

Top of the stability list: 1, leading by 3.386 eV.

=====

## 1
{
  "formula": "C9H36O9",
  "method": "ωB97M-V with the def2-TZVPD basis set",
  "homo_lumo_gap_ev": 9.682,
  "species": ["C", "C", "C", "O", "H", "H", "H", "H", "H", "H", "H", "H", "C", "C", "C", "O", "H", "H", "H", "H", "H", "H", "H", "H", "C", "C", "C", "O", "H", "H", "H", "H", "H", "H", "H", "H", "O", "H", "H", "O", "H", "H", "O", "H", "H", "O", "H", "H", "O", "H", "H", "O", "H", "H"],
  "coordinates": [[9.256, 17.067, 6.725], [9.715, 15.682, 7.176], [10.033, 14.768, 6.029], [10.869, 15.758, 8.009], [9.204, 17.713, 7.603], [8.268, 17.067, 6.267], [9.971, 17.467, 6.003], [8.886, 15.257, 7.762], [9.203, 14.594, 5.349], [10.408, 13.805, 6.385], [10.889, 15.182, 5.481], [10.617, 15.748, 8.935], [11.360, 9.117, 10.168], [11.575, 10.184, 9.094], [10.324, 10.894, 8.630], [12.422, 11.252, 9.618], [10.438, 8.565, 9.970], [11.271, 9.621, 11.132], [12.144, 8.360, 10.207], [12.120, 9.727, 8.258], [10.678, 11.675, 7.959], [9.816, 11.322, 9.494], [9.661, 10.216, 8.097], [13.185, 10.865, 10.060], [14.516, 9.542, 5.557], [15.630, 9.724, 6.570], [16.861, 8.978, 6.164], [15.955, 11.108, 6.683], [14.481, 8.514, 5.178], [14.678, 10.169, 4.681], [13.514, 9.725, 5.955], [15.256, 9.399, 7.550], [17.061, 9.035, 5.095], [16.683, 7.928, 6.417], [17.730, 9.358, 6.697], [15.133, 11.600, 6.840], [13.778, 12.727, 7.528], [13.212, 12.236, 8.145], [13.495, 13.644, 7.601], [12.883, 11.352, 3.193], [12.290, 11.762, 2.553], [13.743, 11.754, 3.027], [8.346, 8.713, 4.923], [8.288, 8.194, 4.117], [8.389, 9.629, 4.614], [8.629, 11.502, 3.987], [9.379, 11.481, 4.620], [8.760, 12.288, 3.454], [11.005, 11.318, 5.265], [11.596, 11.237, 4.498], [11.420, 11.987, 5.819], [12.940, 8.428, 2.662], [13.303, 9.309, 2.818], [12.397, 8.255, 3.436]],
  "mulliken_charge": [-1.311, 0.559, -0.860, -0.569, 0.321, 0.365, 0.331, 0.267, 0.396, -0.180, 0.367, 0.334, -1.449, 1.107, -0.884, -0.671, 0.370, 0.352, 0.379, -0.240, -0.130, 0.398, 0.373, 0.321, -1.091, 0.830, -1.474, -0.561, 0.463, 0.148, 0.222, 0.118, 0.325, 0.365, 0.379, 0.350, -0.705, 0.376, 0.277, -0.624, 0.265, 0.287, -0.630, 0.299, 0.376, -0.701, 0.479, 0.262, -0.601, 0.377, 0.233, -0.636, 0.324, 0.319]
}

=====

## 2
{
  "formula": "C9H36O9",
  "method": "ωB97M-V with the def2-TZVPD basis set",
  "homo_lumo_gap_ev": 9.826,
  "species": ["C", "O", "H", "H", "H", "H", "C", "O", "H", "H", "H", "H", "C", "O", "H", "H", "H", "H", "C", "O", "H", "H", "H", "H", "C", "O", "H", "H", "H", "H", "C", "O", "H", "H", "H", "H", "C", "O", "H", "H", "H", "H", "C", "O", "H", "H", "H", "H", "C", "O", "H", "H", "H", "H"],
  "coordinates": [[4.158, 10.728, 11.198], [5.082, 9.657, 10.989], [4.156, 11.058, 12.243], [4.456, 11.626, 10.665], [3.141, 10.427, 10.932], [5.938, 10.043, 11.202], [2.248, 3.510, 10.452], [2.785, 4.334, 11.492], [3.076, 3.105, 9.867], [1.614, 2.727, 10.862], [1.615, 4.146, 9.838], [3.277, 3.701, 12.023], [3.109, 7.678, 9.185], [4.361, 8.166, 8.712], [2.226, 7.932, 8.580], [3.143, 6.590, 9.343], [2.939, 8.065, 10.196], [4.723, 8.681, 9.441], [-0.136, 6.022, 16.423], [-1.267, 5.388, 15.876], [0.268, 5.368, 17.196], [0.667, 6.224, 15.705], [-0.391, 6.991, 16.891], [-1.607, 6.101, 15.311], [-0.342, 10.298, 12.622], [-0.260, 9.962, 13.965], [-0.058, 11.345, 12.404], [0.300, 9.628, 12.049], [-1.355, 10.187, 12.232], [0.675, 10.107, 14.142], [4.767, 4.823, 15.578], [4.049, 4.081, 16.538], [4.578, 5.909, 15.639], [5.819, 4.649, 15.645], [4.463, 4.622, 14.544], [3.142, 4.364, 16.515], [6.225, 8.130, 13.718], [7.287, 7.934, 14.627], [6.596, 7.904, 12.716], [5.497, 7.336, 13.917], [5.781, 9.121, 13.864], [6.931, 7.966, 15.517], [2.444, 7.457, 13.056], [1.443, 6.677, 12.483], [2.709, 7.159, 14.080], [3.329, 7.350, 12.445], [2.099, 8.459, 13.272], [1.909, 5.896, 12.143], [-1.849, 7.137, 12.822], [-1.871, 7.620, 14.162], [-2.267, 7.898, 12.152], [-0.820, 6.958, 12.500], [-2.476, 6.246, 12.881], [-1.210, 8.310, 14.328]],
  "mulliken_charge": [-0.588, -0.516, 0.277, 0.351, 0.185, 0.273, -0.696, -0.443, 0.295, 0.323, 0.253, 0.221, 0.068, -0.561, 0.274, 0.097, -0.289, 0.440, -0.207, -0.534, 0.284, -0.138, 0.236, 0.398, -0.551, -0.554, 0.316, 0.162, 0.270, 0.300, -0.263, -0.531, 0.121, 0.351, 0.037, 0.293, -0.064, -0.561, 0.208, -0.078, 0.174, 0.312, -0.528, -0.381, 0.174, 0.397, 0.044, 0.284, -0.300, -0.583, 0.234, -0.003, 0.309, 0.405]
}

=====

## 3
{
  "formula": "C9H36O9",
  "method": "ωB97M-V with the def2-TZVPD basis set",
  "homo_lumo_gap_ev": 10.335,
  "species": ["C", "C", "C", "O", "H", "H", "H", "H", "H", "H", "H", "H", "C", "C", "C", "O", "H", "H", "H", "H", "H", "H", "H", "H", "C", "C", "C", "O", "H", "H", "H", "H", "H", "H", "H", "H", "O", "H", "H", "O", "H", "H", "O", "H", "H", "O", "H", "H", "O", "H", "H", "O", "H", "H"],
  "coordinates": [[-2.573, -1.214, 0.854], [-1.992, -1.022, -0.653], [-2.136, -2.275, -1.502], [-2.702, 0.111, -1.247], [-2.366, -0.310, 1.411], [-2.180, -2.100, 1.411], [-3.663, -1.402, 0.843], [-0.941, -0.771, -0.465], [-3.205, -2.590, -1.571], [-1.690, -3.097, -0.918], [-1.574, -2.189, -2.458], [-2.286, 0.827, -0.739], [2.325, 1.113, 4.076], [1.728, 1.449, 2.701], [2.794, 1.517, 1.585], [0.581, 0.665, 2.408], [1.607, 1.383, 4.921], [3.293, 1.583, 4.282], [2.346, 0.026, 4.121], [1.269, 2.428, 2.724], [3.352, 0.518, 1.552], [3.436, 2.356, 1.731], [2.289, 1.692, 0.574], [0.944, -0.174, 2.169], [1.600, -1.912, -3.707], [2.197, -1.995, -2.284], [3.612, -1.504, -2.138], [1.330, -1.343, -1.304], [1.465, -0.894, -4.058], [0.691, -2.450, -3.782], [2.361, -2.479, -4.313], [2.292, -3.060, -1.962], [4.185, -2.045, -2.966], [3.952, -1.496, -1.094], [3.526, -0.463, -2.480], [0.888, -0.568, -1.721], [-3.537, 2.183, 1.818], [-3.623, 1.318, 1.461], [-3.417, 2.057, 2.759], [-0.026, 0.730, -2.498], [-0.707, 0.842, -3.191], [-0.055, 1.486, -1.967], [-3.160, 3.685, -4.038], [-3.562, 3.883, -3.164], [-3.870, 3.846, -4.697], [-1.843, 0.227, 4.150], [-1.658, 0.117, 5.057], [-1.051, 0.196, 3.609], [-0.711, 2.147, 0.192], [-0.391, 1.586, 0.947], [-1.236, 2.834, 0.561], [1.003, -1.825, 1.247], [0.978, -1.659, 0.276], [0.108, -1.970, 1.478]],
  "mulliken_charge": [-0.995, 1.587, -1.355, -0.618, -0.235, 0.341, 0.375, -0.352, 0.372, 0.319, 0.233, 0.385, -1.246, 0.191, -1.166, -0.187, 0.260, 0.381, 0.329, 0.312, 0.265, 0.489, 0.198, 0.297, -1.254, 0.444, -1.219, -0.421, 0.269, 0.314, 0.426, 0.287, 0.344, 0.298, 0.266, 0.054, -0.633, 0.345, 0.301, -0.568, 0.277, 0.176, -0.631, 0.321, 0.315, -0.626, 0.274, 0.362, -0.551, 0.315, 0.257, -0.801, 0.563, 0.316]
}

=====

Top of the stability list: 1, leading by 0.357 eV.

=====

## 1
{
  "formula": "C2H5N2P",
  "method": "ωB97M-V with the def2-TZVPD basis set",
  "homo_lumo_gap_ev": 9.007,
  "species": ["C", "C", "N", "N", "P", "H", "H", "H", "H", "H"],
  "coordinates": [[-0.340, 0.775, 0.756], [-0.534, -0.247, 1.938], [-1.374, -0.154, 0.912], [0.348, 1.299, -0.891], [0.623, -0.216, -1.390], [-0.647, 1.785, 0.960], [0.014, -0.626, 2.713], [1.598, -1.211, -0.766], [0.876, -0.308, -2.864], [-0.565, -1.097, -1.368]],
  "mulliken_charge": [-0.089, 0.060, -0.454, -0.469, 0.050, 0.255, 0.348, 0.090, 0.099, 0.111]
}

=====

## 2
{
  "formula": "C2H5N2P",
  "method": "ωB97M-V with the def2-TZVPD basis set",
  "homo_lumo_gap_ev": 10.509,
  "species": ["N", "C", "C", "N", "P", "H", "H", "H", "H", "H"],
  "coordinates": [[-2.404, -1.030, 0.355], [-1.567, -0.245, 0.342], [-0.522, 0.690, -0.070], [0.814, 0.461, 0.437], [1.710, -0.864, -0.076], [-0.711, 0.794, -1.152], [-0.599, 1.768, 0.324], [1.397, 1.274, 0.483], [0.952, -1.190, -1.239], [0.932, -1.659, 0.597]],
  "mulliken_charge": [-0.380, 0.319, -0.375, -0.363, -0.055, 0.230, 0.283, 0.289, 0.026, 0.025]
}

=====

Top of the stability list: 2, leading by 5.277 eV.